9
Properties=species:S:1:pos:R:3:lowdin_charge:R:1 method="wB97M-V/def2-TZVPD" multiplicity=1 homo_lumo_gap_ha=0.209 charge=-1 total_energy_ha=-735.1472
N 0.63852 -1.93205 -4.81149 -0.053
N 0.32523 -1.49357 -3.66975 -0.035
O -1.90878 1.56321 4.22740 -0.600
O 1.06406 2.71439 2.97194 -0.496
O 1.06501 0.29571 3.08775 -0.532
S 0.32860 1.52664 2.71441 0.773
H -2.42243 0.76884 3.94577 -0.146
H 0.11352 -1.57642 -5.63528 0.040
H 0.79628 -1.86675 -2.83075 0.048



10
Properties=species:S:1:pos:R:3:lowdin_charge:R:1 method="wB97M-V/def2-TZVPD" multiplicity=3 s2=2.0096 homo_lumo_gap_ha="0.254 / 0.247" charge=-2 total_energy_ha=-753.4422
N -0.49878 2.33931 0.32479 0.016
N -0.79175 -0.01261 0.07694 -0.082
O -2.31638 -1.20195 -1.40118 -0.520
O -3.21936 -0.94777 1.02835 -0.536
O -3.17236 1.17935 -0.43004 -0.536
O -0.12082 1.13298 0.05392 -0.369
P -2.56148 -0.24881 -0.18545 0.051
H -1.47045 2.25020 0.43160 -0.048
H -1.75351 0.79972 2.72765 0.016
H -1.82455 0.04551 2.53361 0.008



7
Properties=species:S:1:pos:R:3:lowdin_charge:R:1 method="wB97M-V/def2-TZVPD" multiplicity=1 homo_lumo_gap_ha=0.414 charge=0 smiles="[H]/N=[N+](/N)[O-]" total_energy_ha=-241.1637
H 1.20770 1.84638 0.29802 0.128
N 0.28068 1.24902 0.28222 0.084
N 0.45184 0.05308 -0.02871 -0.452
N -0.93432 -0.90063 0.23333 0.115
O 1.42097 -0.57749 -0.30317 0.002
H -1.58593 -0.10832 0.10721 0.046
H -0.84095 -1.56203 -0.58890 0.078



8
Properties=species:S:1:pos:R:3:lowdin_charge:R:1 method="wB97M-V/def2-TZVPD" multiplicity=1 homo_lumo_gap_ha=0.313 charge=0 smiles="[H]/N=N/N=O.O" total_energy_ha=-316.3449
H 0.58343 1.93191 -1.62160 0.106
N 1.28177 1.12637 -1.47496 0.083
N 0.97282 0.16527 -0.75389 -0.064
N 1.00941 -0.99246 -0.64721 -0.077
O 0.93642 -1.84721 0.24257 -0.041
O -1.78734 0.20085 1.35737 -0.059
H -1.95044 -0.77619 1.04600 0.106
H -1.04608 0.19146 1.85171 -0.053